1.
The following is a DFT calculation (ωB97M-V/def2-TZVPD) of 3 unconnected molecules or ions with the total composition C4H14N2O at a distorted geometry.

The geometry in XYZ format:
```
21
Properties=species:S:1:pos:R:3:forces:R:3:mulliken_charge:R:1
C 1.082504 0.110476 -0.436638 4.27 -1.04 -0.70 -0.259
C 0.781290 -0.419177 0.926860 0.17 1.15 -0.89 -0.663
C -0.678099 0.032204 0.996645 -0.32 -0.32 1.47 0.390
C -1.052161 1.140102 1.610366 -0.07 0.63 -0.39 -1.039
N -1.717696 -0.872379 0.469672 -0.39 0.36 -0.31 -0.223
N 3.042882 0.002667 -0.736492 -1.48 -1.27 1.60 -0.649
H 0.945733 -0.594650 -1.243446 -0.87 0.51 -0.49 0.375
H 1.216272 1.167559 -0.596391 -1.14 0.18 -0.16 0.382
H 1.023598 -1.475392 1.020189 -0.46 -0.12 0.06 0.404
H 1.398844 0.150291 1.620759 -0.43 -0.10 0.44 0.415
H -2.077504 1.490133 1.640168 -0.11 -0.26 0.09 0.333
H -0.344821 1.838621 2.034260 0.19 -0.14 0.05 0.291
H -1.362670 -1.824943 0.503498 -0.26 -0.24 -0.49 0.375
H -2.139572 -0.497601 -0.528944 1.11 -0.74 0.59 0.329
H -2.559926 -0.872565 1.052793 0.26 0.06 0.38 0.420
H 3.418602 0.663321 -0.061263 0.34 0.47 -0.57 0.362
H 3.363884 -0.900262 -0.376131 -0.19 -0.06 -0.10 0.352
H 3.426620 0.049271 -1.677802 -0.19 0.68 -0.08 0.322
H -3.364991 0.405351 -1.949139 0.02 -0.09 0.05 0.338
H -1.932166 0.319311 -2.518005 0.05 -0.09 0.01 0.311
O -2.470633 0.087663 -1.750965 -0.50 0.43 -0.54 -0.566
```
Positions in Å, forces in eV/Å.

Calculated values
- HOMO level: -18.42 eV
- Net charge: +2
- HOMO-LUMO gap: 10.3 eV
- Molecular weight: 106.17 g mol⁻¹
- Lowest unoccupied orbital energy: -8.1 eV
- Relative energy (zero: lowest compared OMol25 entry of this formula, charge and spin): 48.32 kcal/mol

2.
The following is a DFT calculation (ωB97M-V/def2-TZVPD) of a single C19H31N3O4 molecule at a distorted geometry.

The geometry in XYZ format:
```
57
Properties=species:S:1:pos:R:3:forces:R:3:mulliken_charge:R:1
C 2.331407 4.760673 1.041613 0.01 0.02 0.01 -1.064
C 1.074944 5.025465 1.386850 -0.02 -0.03 -0.02 0.847
C 0.106733 5.701585 0.460130 -0.02 0.01 -0.01 -1.310
C 0.517328 4.620487 2.723591 -0.05 0.02 0.11 -0.914
C -0.364695 3.369781 2.704384 0.13 -0.01 -0.19 0.611
O -1.201226 3.166224 3.563117 -0.03 0.02 0.04 -0.704
N -0.106882 2.519881 1.678671 -0.08 -0.03 0.12 0.565
C -0.832002 1.268650 1.499223 0.04 -0.03 -0.05 -0.813
C -1.744428 1.315656 0.255702 0.08 -0.04 0.10 -1.376
C -1.022389 0.863101 -1.013505 -0.19 0.04 0.32 -0.143
C 0.242824 1.687500 -1.321707 0.02 -0.03 0.05 -0.859
C 1.383646 0.947331 -0.570354 -0.04 0.03 0.03 -1.187
C 0.684798 -0.250702 0.095704 0.11 -0.05 -0.14 0.005
C 0.108925 0.039205 1.491416 -0.04 0.09 0.02 -0.121
C 1.197247 0.131939 2.552014 -0.04 -0.04 0.04 -1.825
N -0.435050 -0.461076 -0.817904 -0.03 0.01 -1.00 0.445
C -1.155105 -1.618778 -1.015369 0.44 -0.38 1.19 -0.477
O -2.316337 -1.737305 -0.674047 -0.25 0.25 -0.60 -0.673
C -0.462302 -2.818118 -1.704289 -0.14 0.01 0.11 2.189
C -1.036353 -2.826323 -3.133184 0.09 0.04 0.00 -1.959
C 1.060499 -2.748917 -1.765591 -0.03 0.02 0.04 -1.978
N -0.924742 -3.989069 -0.958858 0.10 0.02 0.02 -0.228
C -0.560998 -5.254246 -1.272844 -0.15 -0.16 -0.04 0.550
O 0.279292 -5.584128 -2.082001 0.00 0.03 0.05 -0.607
O -1.278872 -6.141588 -0.537468 0.18 0.03 -0.15 -0.403
C -0.954177 -7.510686 -0.804351 -0.09 0.08 0.09 -0.645
H 3.015720 4.281800 1.732519 0.00 0.00 0.00 0.290
H 2.719872 5.035998 0.068534 0.00 0.00 0.00 0.306
H -0.243441 6.639740 0.897097 0.02 0.01 -0.01 0.386
H 0.556768 5.914872 -0.508338 -0.01 0.00 0.00 0.359
H -0.781023 5.081100 0.307452 0.01 -0.01 0.00 0.241
H 1.318188 4.423781 3.440032 0.01 0.00 -0.02 0.301
H -0.104649 5.412293 3.143965 0.03 0.00 0.01 0.377
H 0.628985 2.781583 1.044389 -0.03 0.02 0.01 -0.038
H -1.459593 1.196029 2.387206 0.00 0.03 -0.01 0.709
H -2.595647 0.651063 0.409907 0.01 0.00 -0.01 0.394
H -2.123625 2.333257 0.141066 -0.05 0.00 0.01 0.435
H -1.716008 0.827835 -1.854389 0.00 0.03 0.04 0.555
H 0.435783 1.681357 -2.393402 0.00 0.00 0.00 0.408
H 0.124715 2.729206 -1.020069 0.02 0.00 -0.01 0.259
H 2.130897 0.587133 -1.276463 -0.01 -0.01 -0.02 0.572
H 1.915649 1.568619 0.151201 0.00 0.00 -0.02 0.292
H 1.326025 -1.129331 0.145355 -0.01 0.05 0.04 0.796
H -0.529364 -0.818515 1.731168 0.02 -0.02 -0.02 0.569
H 1.910951 0.929016 2.339464 0.00 0.01 -0.02 0.246
H 0.762809 0.336706 3.532056 0.01 0.00 0.00 0.445
H 1.750850 -0.807047 2.612892 0.00 0.00 0.01 0.502
H -0.728947 -1.928489 -3.673780 0.00 0.00 0.00 0.394
H -0.647737 -3.698762 -3.657512 -0.03 0.01 -0.01 0.450
H -2.123619 -2.865691 -3.098703 -0.01 -0.01 -0.02 0.437
H 1.366474 -1.741084 -2.045219 0.04 -0.03 -0.06 0.380
H 1.513007 -3.013063 -0.810086 -0.03 0.01 0.02 0.421
H 1.426606 -3.456895 -2.503816 0.00 0.01 -0.01 0.494
H -1.786141 -3.876524 -0.445939 -0.01 0.05 -0.01 0.288
H -1.607480 -8.087471 -0.156021 0.03 -0.03 -0.02 0.227
H -1.138104 -7.754049 -1.848919 -0.01 0.00 -0.01 0.288
H 0.089992 -7.711008 -0.572591 0.01 0.00 0.01 0.288
```
Positions in Å, forces in eV/Å.

Calculated values
- HOMO level: -9.13 eV
- SMILES: C=C(C)CC(=O)N[C@H]1C[C@H]2CC[C@@H]([C@H]1C)N2C(=O)C(C)(C)NC(=O)OC
- HOMO-LUMO gap: 9.7 eV
- Molecular weight: 365.47 g mol⁻¹
- Lowest unoccupied orbital energy: 0.6 eV
- Relative energy (zero: lowest compared OMol25 entry of this formula, charge and spin): 12.69 kcal/mol

3.
The following is a DFT calculation (ωB97M-V/def2-TZVPD) of a molecular structure, C2H2AgFO2 at a distorted geometry.

The geometry in XYZ format:
```
8
Properties=species:S:1:pos:R:3:forces:R:3:mulliken_charge:R:1
C -0.046080 0.967636 0.075258 -1.72 -0.67 -0.14 -0.057
C 1.235354 0.153618 0.053834 -0.41 -1.41 -0.44 0.670
O 1.253053 -1.022752 -0.162407 0.42 0.87 0.18 -0.439
O -1.080059 0.353827 -0.130284 1.98 2.12 -0.05 -0.231
H 0.001291 2.051125 0.273741 0.07 -0.22 0.10 0.334
F 2.328219 0.842240 0.282798 0.38 0.34 0.15 -0.193
H -2.729046 -1.193043 0.156374 1.08 -1.52 -0.52 -0.142
Ag -0.962731 -2.152654 -0.549311 -1.80 0.48 0.72 0.059
```
Positions in Å, forces in eV/Å.

Calculated values
- HOMO level (spin up / spin down): -7.30 / -7.30 eV
- HOMO-LUMO gap (spin up / spin down): 5.6 / 5.6 eV
- Molecular weight: 184.90 g mol⁻¹
- Lowest unoccupied orbital energy (spin up / spin down): -1.7 / -1.7 eV
- Relative energy (zero: lowest compared OMol25 entry of this formula, charge and spin): 31.19 kcal/mol

4.
The following is a DFT calculation (ωB97M-V/def2-TZVPD) of 2 unconnected molecules or ions with the total composition C4H7IS at a distorted geometry.

The geometry in XYZ format:
```
13
Properties=species:S:1:pos:R:3:forces:R:3:mulliken_charge:R:1
C -0.086022 -0.952170 -1.241668 0.34 0.03 -0.58 -0.999
C -0.435898 -1.314929 -0.016254 1.87 -1.90 0.45 0.285
C -1.331251 -0.457193 0.752092 -1.84 -0.23 0.87 -0.822
H 0.606506 -1.478619 -1.855855 0.51 -0.65 -0.11 0.263
H -0.395337 -0.027458 -1.749153 -0.49 -0.35 0.52 0.310
H 0.053743 -2.239202 0.547632 -1.09 1.93 -1.59 0.209
H -2.084769 -0.052938 0.012071 0.40 -0.32 1.36 0.266
H -0.785215 0.369377 1.180999 0.12 0.44 0.24 0.168
H -1.759573 -1.025796 1.637007 -0.03 0.85 -1.24 0.304
S 3.011093 1.516495 -0.556265 -0.26 0.12 0.30 -0.160
C 1.560907 1.612508 0.099498 -0.47 -0.41 -0.52 0.189
I 0.857706 3.221350 1.338421 0.18 -0.64 -0.38 0.084
H 0.788108 0.828575 -0.148526 0.75 1.13 0.67 -0.098
```
Positions in Å, forces in eV/Å.

Calculated values
- HOMO level: -9.02 eV
- SMILES: C=CC.S=CI
- HOMO-LUMO gap: 8.3 eV
- Molecular weight: 214.07 g mol⁻¹
- Lowest unoccupied orbital energy: -0.7 eV
- Relative energy (zero: lowest compared OMol25 entry of this formula, charge and spin): 30.25 kcal/mol

5.
The following is a DFT calculation (ωB97M-V/def2-TZVPD) of a single C2H2OS2 molecule at a distorted geometry.

The geometry in XYZ format:
```
7
Properties=species:S:1:pos:R:3:forces:R:3:mulliken_charge:R:1
O -1.334370 -1.520595 -0.499676 0.48 1.09 0.40 -0.461
C -0.569562 -0.582631 -0.354112 -0.30 -1.51 -1.40 0.462
S 0.406533 -0.022412 -1.769679 -0.28 0.47 2.19 -0.149
C -0.400141 -0.063933 1.075747 0.07 -0.20 0.09 -0.071
S 0.632341 1.024155 1.699115 -1.01 -1.00 -0.73 -0.201
H 0.998981 0.743258 -0.807488 0.42 0.25 -0.89 0.120
H -1.127785 -0.727007 1.604118 0.62 0.91 0.34 0.301
```
Positions in Å, forces in eV/Å.

Calculated values
- HOMO level: -9.72 eV
- SMILES: O=C(S)C=S
- HOMO-LUMO gap: 7.9 eV
- Molecular weight: 106.17 g mol⁻¹
- Lowest unoccupied orbital energy: -1.8 eV
- Relative energy (zero: lowest compared OMol25 entry of this formula, charge and spin): 17.19 kcal/mol

6.
The following is a DFT calculation (ωB97M-V/def2-TZVPD) of a single C3H5BrOS molecule at a distorted geometry.

The geometry in XYZ format:
```
11
Properties=species:S:1:pos:R:3:forces:R:3:mulliken_charge:R:1
C 0.287510 1.735689 -0.534156 2.98 -4.90 1.05 -0.680
C 0.992974 0.503022 -0.242443 -2.95 4.57 -1.18 0.231
C -1.158601 -0.970320 0.411107 0.45 -0.09 -0.44 -0.914
O 1.189749 -2.109974 -0.104945 0.68 -1.07 0.26 -0.573
S 0.304109 -1.131307 -0.715135 -0.97 1.21 0.54 0.489
Br 2.618450 0.452825 0.669729 -0.06 0.04 -0.05 -0.038
H 0.714813 2.677483 -0.255496 0.10 0.25 0.11 0.270
H -0.640908 1.692222 -1.068929 -0.27 -0.02 -0.16 0.237
H -1.647909 -1.938286 0.440456 -0.01 -0.15 -0.11 0.313
H -1.823799 -0.224326 -0.007257 -0.12 0.12 -0.05 0.352
H -0.836393 -0.687027 1.407068 0.18 0.03 0.04 0.314
```
Positions in Å, forces in eV/Å.

Calculated values
- HOMO level: -9.08 eV
- HOMO-LUMO gap: 9.4 eV
- Molecular weight: 169.04 g mol⁻¹
- Lowest unoccupied orbital energy: 0.3 eV
- Relative energy (zero: lowest compared OMol25 entry of this formula, charge and spin): 39.85 kcal/mol

Q: The lowest relative energy (zero: lowest compared OMol25 entry of this formula, charge and spin) belongs to which entry?
A: C19H31N3O4